This record from OMol25 describes a molecular structure, C31H27HgN2O2Te. The level of theory is ωB97M-V/def2-TZVPD.

Geometry as XYZ:
```
64
C31H27HgN2O2Te | OMol25 | ωB97M-V/def2-TZVPD
Hg 1.29 -0.30 -0.11
C -5.38 -0.66 -3.40
C -4.10 -0.90 -2.65
C -3.83 -2.10 -2.02
C -2.64 -2.36 -1.34
C -2.43 -3.69 -0.72
O -1.35 -4.25 -0.66
C -3.62 -4.38 -0.10
C -3.71 -5.76 -0.17
C -4.75 -6.43 0.45
C -5.70 -5.72 1.17
C -5.61 -4.34 1.26
C -4.58 -3.67 0.62
C -1.63 -1.37 -1.27
O -0.52 -1.57 -0.63
C -1.95 -0.10 -1.84
C -3.13 0.10 -2.54
C -0.96 1.00 -1.67
N -0.96 1.83 -0.69
C -2.06 1.80 0.28
C -1.96 0.68 1.31
Te -0.13 0.62 2.43
C -0.27 -1.46 2.76
C -1.51 -2.10 2.82
C -1.57 -3.48 2.92
C -0.40 -4.23 2.99
C 0.83 -3.59 2.97
C 0.90 -2.21 2.85
C 0.16 1.10 -2.66
C 0.39 0.07 -3.57
C 1.43 0.17 -4.48
C 2.24 1.29 -4.50
C 2.02 2.32 -3.58
C 0.99 2.22 -2.67
H -6.03 -1.53 -3.35
H -5.19 -0.46 -4.46
H -5.93 0.19 -3.00
H -4.58 -2.89 -2.07
H -2.94 -6.30 -0.70
H -4.82 -7.51 0.38
H -6.51 -6.25 1.67
H -6.35 -3.79 1.83
H -4.52 -2.59 0.68
H -3.31 1.07 -2.99
H -3.02 1.67 -0.22
H -2.07 2.77 0.78
H -2.00 -0.30 0.84
H -2.78 0.77 2.03
H -2.43 -1.53 2.76
H -2.53 -3.97 2.93
H -0.46 -5.31 3.06
H 1.74 -4.17 3.02
H 1.87 -1.73 2.79
H -0.25 -0.81 -3.55
H 1.60 -0.64 -5.18
H 3.04 1.37 -5.23
H 2.65 3.20 -3.60
H 0.80 3.01 -1.95
C 4.89 0.43 -2.99
C 4.04 -0.59 -2.39
N 3.35 -1.37 -1.91
H 4.76 1.37 -2.46
H 4.63 0.56 -4.03
H 5.94 0.12 -2.92
```

⟨S²⟩: 0.76
Kohn-Sham gap (spin up / spin down), eV: 7.22 / 5.94
Lowest unoccupied orbital energy (spin up / spin down), Eh: 0.010 / -0.049
Charge: 0
Electronic energy, a.u.: -1878.86521
Spin multiplicity: 2

This record from OMol25 describes a molecular structure, C31H27IN5O2PtS at a distorted geometry. The level of theory is ωB97M-V/def2-TZVPD.

Geometry as XYZ:
```
68
C31H27IN5O2PtS | OMol25 | ωB97M-V/def2-TZVPD
Pt 0.92 0.15 0.35
I 3.04 0.79 1.81
C 2.41 2.78 1.79
C 3.25 3.75 2.25
C 2.76 5.07 2.32
C 1.46 5.34 1.98
C 0.59 4.32 1.52
C -0.76 4.60 1.21
C -1.59 3.61 0.77
C -1.10 2.30 0.58
C 0.20 2.00 0.85
C 1.07 2.99 1.38
H 4.26 3.53 2.57
H 3.41 5.86 2.66
H 1.07 6.34 2.07
H -1.13 5.61 1.34
H -2.63 3.82 0.55
H -1.78 1.56 0.19
C 2.28 2.17 -4.26
N 2.26 0.74 -3.91
C 2.30 -0.30 -4.82
C 2.26 -1.45 -4.12
N 2.20 -1.11 -2.77
C 2.20 0.25 -2.67
S 2.09 1.30 -1.31
C 2.38 -2.07 -1.72
C 2.96 -3.28 -2.04
C 3.14 -4.22 -1.04
C 2.76 -3.90 0.26
C 2.20 -2.66 0.48
N 2.00 -1.74 -0.49
H 2.10 2.26 -5.33
H 3.25 2.60 -4.02
H 1.50 2.69 -3.71
H 2.36 -0.13 -5.88
H 2.21 -2.46 -4.47
H 3.31 -3.49 -3.04
H 3.59 -5.18 -1.26
H 2.89 -4.59 1.08
H 1.90 -2.38 1.48
O -4.29 -1.81 4.27
C -3.02 -1.93 4.85
C -2.00 -1.55 3.81
C -0.68 -1.29 4.15
C 0.21 -0.93 3.16
N -0.14 -0.84 1.87
C -1.42 -1.13 1.53
C -2.36 -1.47 2.47
C -1.73 -1.01 0.09
C -2.91 -1.44 -0.47
C -3.15 -1.23 -1.83
C -4.43 -1.68 -2.46
O -5.22 -2.27 -1.46
C -2.16 -0.58 -2.57
C -1.00 -0.19 -1.96
N -0.77 -0.42 -0.65
H -4.97 -2.02 4.92
H -2.80 -2.96 5.16
H -2.89 -1.30 5.73
H -0.34 -1.34 5.17
H 1.24 -0.71 3.41
H -3.39 -1.66 2.19
H -3.67 -1.93 0.12
H -4.19 -2.38 -3.26
H -4.91 -0.81 -2.92
H -6.05 -2.58 -1.84
H -2.31 -0.36 -3.62
H -0.23 0.33 -2.50
```

Kohn-Sham gap, eV: 6.26
Lowest unoccupied orbital energy, Eh: -0.353
Charge: +3
Electronic energy, a.u.: -2436.12176

This record from OMol25 describes a molecular structure, C31H27N2O6PPt at a distorted geometry. The level of theory is ωB97M-V/def2-TZVPD.

Geometry as XYZ:
```
68
C31H27N2O6PPt | OMol25 | ωB97M-V/def2-TZVPD
Pt -0.06 0.41 0.36
O 0.95 0.08 6.58
C 0.60 -0.08 5.28
C -0.72 -0.10 4.85
C -0.93 -0.28 3.50
N 0.03 -0.37 2.61
C 1.29 -0.36 3.02
C 1.62 -0.23 4.36
C 2.34 -0.52 1.92
O 3.47 -0.82 2.29
O 1.91 -0.38 0.72
C -2.35 -0.36 2.97
O -3.31 -0.12 3.64
O -2.51 -0.66 1.65
H 0.15 0.16 7.12
H -1.56 0.00 5.53
H 2.66 -0.26 4.65
C -0.71 4.89 1.56
C -1.12 3.42 1.52
C -2.15 3.10 2.60
C -1.58 3.06 0.11
C -3.02 3.44 -0.25
O -3.54 2.30 -0.99
C -2.63 1.31 -0.80
N -1.56 1.59 -0.18
C -2.82 0.07 -1.55
C -3.50 0.14 -2.76
C -3.43 -0.88 -3.69
C -2.65 -2.00 -3.40
C -2.04 -2.12 -2.17
C -2.12 -1.10 -1.22
P -1.77 -1.56 0.49
C -0.38 -2.62 0.84
C 0.67 -2.77 -0.06
C 1.71 -3.64 0.23
C 1.71 -4.33 1.43
C 0.66 -4.19 2.33
C -0.40 -3.36 2.03
C -3.12 -2.84 0.60
C -2.86 -4.17 0.26
C -3.88 -5.11 0.23
C -5.18 -4.74 0.56
C -5.45 -3.42 0.90
C -4.43 -2.48 0.92
H -0.39 5.17 2.56
H -1.55 5.55 1.30
H 0.11 5.09 0.87
H -0.24 2.80 1.70
H -2.92 3.87 2.67
H -1.66 3.06 3.58
H -2.65 2.15 2.44
H -0.89 3.51 -0.60
H -3.09 4.31 -0.89
H -3.66 3.58 0.62
H -4.05 1.05 -2.99
H -3.95 -0.81 -4.63
H -2.55 -2.79 -4.13
H -1.51 -3.03 -1.93
H 0.70 -2.16 -0.96
H 2.54 -3.73 -0.46
H 2.55 -4.98 1.67
H 0.67 -4.74 3.26
H -1.23 -3.28 2.72
H -1.85 -4.49 0.02
H -3.66 -6.14 -0.03
H -5.98 -5.47 0.54
H -6.46 -3.12 1.16
H -4.66 -1.46 1.20
```

Kohn-Sham gap (spin up / spin down), eV: 6.41 / 6.41
Lowest unoccupied orbital energy (spin up / spin down), Eh: -0.004 / -0.004
Charge: 0
Electronic energy, a.u.: -2219.13508

This record from OMol25 describes a molecular structure, C31H28AsF6HgN5O11 at a distorted geometry. The level of theory is ωB97M-V/def2-TZVPD.

Geometry as XYZ:
```
83
C31H28AsF6HgN5O11 | OMol25 | ωB97M-V/def2-TZVPD
Hg 0.11 0.32 -0.94
As 0.72 -4.96 -3.24
F -0.17 -3.37 -3.12
F -0.39 -5.53 -4.54
F 1.56 -6.50 -3.25
F 1.78 -4.31 -2.00
F -0.43 -5.58 -1.98
F 1.77 -4.13 -4.46
C 4.48 0.71 2.78
O 3.26 0.74 2.12
H 5.26 0.23 2.19
H 4.81 1.70 3.09
H 4.36 0.12 3.69
C -1.91 -0.62 8.48
C -0.94 -0.34 7.50
C -1.30 0.45 6.44
C -2.64 0.74 6.21
C -3.65 0.33 7.11
C -3.22 -0.31 8.33
N -2.97 1.52 4.99
O -2.26 1.43 4.00
O -3.91 2.34 5.04
H -1.60 -1.23 9.31
H 0.03 -0.80 7.62
H -0.48 0.65 5.77
H -4.70 0.48 6.93
H -3.96 -0.57 9.07
C -0.74 -5.89 6.69
C 0.04 -5.30 5.75
C -0.49 -4.60 4.64
C -1.90 -4.56 4.47
C -2.70 -5.14 5.48
C -2.12 -5.78 6.60
N -2.44 -3.85 3.29
O -1.62 -3.30 2.50
O -3.65 -3.77 3.18
H -0.36 -6.47 7.51
H 1.09 -5.32 6.01
H 0.15 -4.17 3.89
H -3.75 -5.27 5.26
H -2.82 -6.23 7.29
C 2.90 9.48 -3.81
C 1.81 9.87 -2.99
C 0.96 8.87 -2.51
C 1.11 7.54 -2.84
C 2.17 7.17 -3.69
C 3.02 8.14 -4.25
N 0.17 6.55 -2.31
O -0.75 6.93 -1.60
O 0.31 5.30 -2.54
H 3.56 10.21 -4.25
H 1.49 10.89 -2.81
H 0.09 9.21 -1.95
H 2.33 6.16 -4.02
H 3.85 8.01 -4.93
C -8.39 -4.04 -3.99
C -9.07 -2.85 -3.68
C -8.40 -1.79 -3.13
C -6.96 -1.79 -2.90
C -6.32 -3.02 -3.10
C -6.98 -4.06 -3.73
N -6.20 -0.63 -2.41
O -5.00 -0.70 -2.24
O -6.86 0.36 -2.15
H -8.78 -4.96 -4.38
H -10.14 -2.71 -3.78
H -9.04 -0.94 -2.95
H -5.31 -3.15 -2.74
H -6.50 -5.01 -3.88
C 9.68 1.04 -5.02
C 8.92 0.67 -3.94
C 7.57 0.92 -3.85
C 6.85 1.27 -5.01
C 7.61 1.60 -6.17
C 9.01 1.51 -6.18
N 5.33 1.38 -4.97
O 4.66 1.10 -3.94
O 4.84 1.79 -6.00
H 10.75 1.14 -4.94
H 9.53 0.33 -3.11
H 7.15 0.55 -2.93
H 7.09 1.94 -7.06
H 9.63 1.85 -7.01
```

Kohn-Sham gap, eV: 2.03
Lowest unoccupied orbital energy, Eh: -0.276
Charge: 0
Electronic energy, a.u.: -5287.13483

This record from OMol25 describes a molecular structure, C31H28AsN2PPdS2 at a distorted geometry. The level of theory is ωB97M-V/def2-TZVPD.

Geometry as XYZ:
```
66
C31H28AsN2PPdS2 | OMol25 | ωB97M-V/def2-TZVPD
Pd 1.32 0.43 0.25
C 3.32 -1.28 -1.86
P 3.19 0.32 -1.05
C 2.87 1.52 -2.35
C 4.71 0.70 -0.21
C 5.12 2.03 -0.08
C 6.33 2.32 0.53
C 7.13 1.30 1.02
C 6.73 -0.02 0.91
C 5.53 -0.33 0.29
H 3.74 -2.04 -1.21
H 3.98 -1.16 -2.72
H 2.34 -1.61 -2.21
H 3.74 1.53 -3.02
H 2.72 2.53 -1.96
H 1.99 1.21 -2.90
H 4.51 2.84 -0.46
H 6.65 3.35 0.61
H 8.07 1.54 1.49
H 7.37 -0.82 1.27
H 5.28 -1.38 0.14
S 0.85 4.11 0.38
C 0.91 2.62 0.20
C -4.75 -0.93 -4.64
C -4.84 -1.81 -3.57
C -4.08 -1.61 -2.43
C -3.23 -0.51 -2.39
C -3.12 0.38 -3.46
C -3.89 0.16 -4.59
As -2.25 -0.15 -0.79
C -2.95 -1.11 0.69
C -2.91 -2.47 0.95
C -3.57 -2.93 2.09
C -4.22 -2.04 2.93
C -4.23 -0.68 2.67
C -3.58 -0.19 1.55
C -3.45 1.23 1.16
C -4.02 2.30 1.85
C -3.84 3.60 1.38
C -3.11 3.85 0.22
C -2.54 2.80 -0.48
C -2.71 1.51 0.00
H -5.34 -1.10 -5.53
H -5.51 -2.66 -3.62
H -4.16 -2.29 -1.60
H -2.46 1.23 -3.41
H -3.83 0.85 -5.42
H -2.41 -3.15 0.28
H -3.58 -3.99 2.31
H -4.74 -2.42 3.80
H -4.74 -0.01 3.35
H -4.61 2.14 2.74
H -4.29 4.42 1.91
H -3.01 4.86 -0.14
H -2.00 2.98 -1.40
S -0.17 -0.59 -1.28
C 1.81 -1.04 1.49
N 2.95 -1.55 1.98
C 2.94 -2.45 3.00
C 1.74 -2.82 3.54
C 0.60 -2.21 3.03
N 0.66 -1.35 2.01
H 3.85 -1.21 1.63
H 3.90 -2.81 3.34
H 1.69 -3.54 4.34
H -0.39 -2.41 3.44
```

⟨S²⟩: 0.76
Kohn-Sham gap (spin up / spin down), eV: 5.70 / 4.65
Lowest unoccupied orbital energy (spin up / spin down), Eh: -0.375 / -0.413
Charge: +3
Electronic energy, a.u.: -4807.99453
Spin multiplicity: 2

This record from OMol25 describes a molecular structure, C31H28BrINP2Pt at a distorted geometry. The level of theory is ωB97M-V/def2-TZVPD.

Geometry as XYZ:
```
65
C31H28BrINP2Pt | OMol25 | ωB97M-V/def2-TZVPD
Pt -0.62 -0.63 -0.80
C 0.97 1.91 -2.28
P 1.39 0.12 -2.01
C 2.15 -0.30 -3.62
C 3.51 -0.48 -3.86
C 3.95 -0.91 -5.10
C 3.04 -1.17 -6.12
C 1.69 -0.98 -5.89
C 1.25 -0.55 -4.65
C 2.78 0.20 -0.86
C 2.94 1.28 0.01
C 3.99 1.29 0.91
C 4.89 0.24 0.95
C 4.71 -0.86 0.13
C 3.65 -0.89 -0.76
C 0.04 2.37 -1.20
C -0.29 3.63 -0.73
C -1.29 3.46 0.24
C -1.53 2.10 0.32
C -2.53 1.29 1.08
P -1.78 -0.37 1.41
C -3.12 -1.47 1.92
C -2.81 -2.54 2.77
C -3.78 -3.46 3.12
C -5.05 -3.38 2.57
C -5.34 -2.37 1.66
C -4.38 -1.43 1.33
C -1.03 0.12 3.01
C 0.16 0.83 2.95
C 0.69 1.40 4.10
C 0.03 1.28 5.31
C -1.15 0.56 5.37
C -1.69 -0.01 4.23
N -0.71 1.46 -0.55
H 0.48 1.96 -3.26
H 1.89 2.49 -2.33
H 4.24 -0.26 -3.09
H 5.01 -1.06 -5.28
H 3.39 -1.53 -7.08
H 0.97 -1.18 -6.67
H 0.19 -0.43 -4.46
H 2.24 2.10 -0.01
H 4.11 2.13 1.58
H 5.73 0.26 1.64
H 5.38 -1.70 0.18
H 3.47 -1.76 -1.37
H 0.13 4.57 -1.07
H -1.78 4.23 0.80
H -3.43 1.15 0.47
H -2.82 1.77 2.02
H -1.81 -2.62 3.17
H -3.53 -4.27 3.80
H -5.81 -4.10 2.85
H -6.31 -2.32 1.20
H -4.63 -0.66 0.61
H 0.68 0.93 2.01
H 1.61 1.96 4.04
H 0.44 1.74 6.20
H -1.67 0.46 6.32
H -2.63 -0.54 4.30
I -3.62 0.90 -2.59
C -2.15 -0.67 -2.47
H -1.64 -0.64 -3.43
H -2.72 -1.60 -2.39
Br -0.14 -3.08 -0.69
```

Kohn-Sham gap (spin up / spin down), eV: 5.77 / 5.78
Lowest unoccupied orbital energy (spin up / spin down), Eh: 0.097 / 0.097
Charge: -1
Electronic energy, a.u.: -4926.69360

This record from OMol25 describes a molecular structure, C31H28FN2O5PdS2. The level of theory is ωB97M-V/def2-TZVPD.

Geometry as XYZ:
```
70
C31H28FN2O5PdS2 | OMol25 | ωB97M-V/def2-TZVPD
Pd 0.59 -0.38 -0.05
C -5.10 -3.63 3.62
C -4.10 -4.49 2.85
C -4.82 -5.67 2.23
C -3.89 -6.49 1.35
C -3.31 -5.60 0.28
C -3.01 -6.08 -0.97
C -2.45 -5.23 -1.92
F -2.17 -5.75 -3.15
C -2.18 -3.93 -1.65
C -2.48 -3.42 -0.38
C -2.12 -2.01 -0.10
O -1.68 -1.31 -1.02
C -2.35 -1.59 1.26
C -2.99 -2.44 2.10
N -3.40 -3.71 1.81
C -3.08 -4.24 0.57
C -1.95 -0.24 1.87
O -2.65 0.16 2.81
O -0.94 0.32 1.38
H -5.67 -4.28 4.29
H -5.79 -3.15 2.93
H -4.63 -2.86 4.23
H -3.34 -4.87 3.55
H -5.66 -5.30 1.63
H -5.23 -6.28 3.03
H -4.41 -7.33 0.90
H -3.08 -6.90 1.96
H -3.19 -7.12 -1.23
H -1.74 -3.26 -2.38
H -3.21 -2.06 3.08
O 0.86 2.61 0.75
H 0.28 2.44 0.00
H 0.49 2.00 1.41
O -0.89 1.63 -1.52
S -0.62 0.61 -2.58
C -2.22 -0.04 -3.06
C -2.28 -1.17 -3.87
C -3.52 -1.72 -4.16
C -4.67 -1.16 -3.63
C -4.59 -0.05 -2.80
C -3.36 0.51 -2.51
C -0.31 1.58 -4.07
C 0.07 0.96 -5.25
C 0.36 1.73 -6.36
C 0.27 3.12 -6.28
C -0.10 3.73 -5.09
C -0.39 2.96 -3.97
H -1.37 -1.62 -4.23
H -3.58 -2.61 -4.79
H -5.64 -1.61 -3.84
H -5.49 0.37 -2.37
H -3.26 1.35 -1.83
H 0.17 -0.12 -5.28
H 0.66 1.26 -7.29
H 0.50 3.72 -7.15
H -0.15 4.81 -5.03
H -0.66 3.40 -3.02
S 2.56 -1.47 0.66
C 2.14 -1.23 -1.00
N 1.68 -2.36 -1.75
C 1.63 -2.41 -3.10
C 2.15 -1.43 -3.88
C 2.77 -0.32 -3.21
C 2.80 -0.24 -1.86
H 1.25 -3.08 -1.20
H 1.17 -3.30 -3.51
H 2.13 -1.53 -4.95
H 3.23 0.47 -3.80
H 3.26 0.60 -1.35
```

Kohn-Sham gap, eV: 5.91
Lowest unoccupied orbital energy, Eh: 0.082
Charge: -1
Electronic energy, a.u.: -2708.03737